[1]
Molecular formula: C23H28ClN3O4S
Method: DFT, the ωB97M-V functional and the def2-TZVPD basis

As for the SMILES: O=C(CCNC(=O)C1CCN(S(=O)(=O)c2ccccc2)CC1)NCCc1ccc(Cl)cc1. The HOMO-LUMO gap comes out at 9.16 eV. The value obtained for the maximum force is 1.09 eV/Å. As for the relative energy (zero: lowest compared OMol25 entry of this formula, charge and spin): 0.0 kJ/mol.

Geometry (Å):
O  3.79  -1.50  -2.11
C  2.60  -1.62  -1.89
C  2.07  -2.73  -1.00
C  2.54  -2.54  0.45
N  1.64  -1.70  1.21
C  1.09  -2.15  2.36
O  1.37  -3.23  2.84
C  0.07  -1.25  3.06
C  0.16  0.25  2.76
C  -0.83  0.66  1.66
N  -0.97  -0.42  0.72
S  -1.38  -0.04  -0.84
O  -1.16  -1.24  -1.62
O  -0.64  1.13  -1.21
C  -3.12  0.33  -0.82
C  -4.04  -0.65  -1.13
C  -5.39  -0.36  -1.05
C  -5.81  0.90  -0.67
C  -4.88  1.89  -0.37
C  -3.52  1.60  -0.44
C  -1.62  -1.61  1.24
C  -1.33  -1.77  2.73
N  1.66  -0.79  -2.37
C  1.92  0.32  -3.27
C  2.99  1.28  -2.74
C  2.61  1.87  -1.42
C  1.69  2.91  -1.34
C  1.32  3.44  -0.12
C  1.88  2.93  1.04
Cl  1.43  3.60  2.57
C  2.80  1.90  0.99
C  3.15  1.37  -0.24
H  2.48  -3.67  -1.37
H  0.98  -2.79  -1.04
H  3.54  -2.10  0.43
H  2.59  -3.49  0.98
H  1.30  -0.86  0.78
H  0.25  -1.41  4.13
H  1.17  0.51  2.47
H  -0.08  0.82  3.66
H  -1.80  0.92  2.09
H  -0.46  1.52  1.10
H  -3.68  -1.62  -1.44
H  -6.12  -1.12  -1.29
H  -6.86  1.13  -0.61
H  -5.20  2.87  -0.08
H  -2.77  2.34  -0.23
H  -2.71  -1.56  1.08
H  -1.23  -2.46  0.67
H  -2.06  -1.22  3.32
H  -1.40  -2.83  3.00
H  0.69  -0.97  -2.14
H  0.97  0.85  -3.39
H  2.25  -0.07  -4.24
H  3.12  2.07  -3.48
H  3.93  0.73  -2.65
H  1.25  3.31  -2.25
H  0.61  4.25  -0.07
H  3.26  1.53  1.89
H  3.87  0.56  -0.29

Atom-resolved charges from Mulliken, all expressed in e: O -0.68; C 0.44; C -0.50; C -1.02; N 0.48; C 0.26; O -0.73; C 0.29; C -0.52; C -0.31; N 0.58; S 1.63; O -0.98; O -0.59; C -0.12; C -0.18; C -0.76; C -0.44; C -0.77; C -0.39; C -0.84; C -1.41; N 0.02; C -0.87; C -1.41; C 0.18; C -0.28; C -0.55; C 0.39; Cl -0.21; C -0.64; C -0.19; H 0.42; H 0.26; H 0.37; H 0.55; H -0.42; H 0.63; H -0.26; H 0.45; H 0.34; H 0.01; H 0.50; H 0.42; H 0.39; H 0.42; H 0.44; H 0.57; H 0.38; H 0.44; H 0.55; H 0.10; H 0.38; H 0.45; H 0.49; H 0.45; H 0.42; H 0.47; H 0.44; H 0.47

=====

[2]
Molecular formula: C12H17N6O4Se2Te2Tl
Method: DFT, the ωB97M-V functional and the def2-TZVPD basis

Its total charge is -2. The HOMO-LUMO gap comes out at 5.03 eV. The value obtained for the maximum force is 1.01 eV/Å. As for the relative energy (zero: lowest compared OMol25 entry of this formula, charge and spin): 39.1 kJ/mol.

Geometry (Å):
Tl  -1.21  -0.46  -1.51
Se  -2.44  -3.05  -1.02
Te  -3.86  -2.33  -2.96
Te  -0.32  -4.52  -4.22
Se  -0.25  -3.57  -1.91
C  -5.58  0.16  -0.69
C  -4.61  0.83  0.20
N  -3.31  0.61  0.24
C  -2.81  1.42  1.22
C  -3.81  2.18  1.77
N  -4.95  1.77  1.13
C  -3.89  3.23  2.80
O  -2.76  3.63  3.32
O  -4.99  3.69  3.10
C  -1.36  1.40  1.58
O  -1.01  2.17  2.53
O  -0.65  0.62  0.95
H  -5.06  -0.54  -1.34
H  -6.11  0.88  -1.31
H  -6.32  -0.40  -0.11
H  -5.86  2.16  1.32
H  -1.93  3.15  2.84
C  2.28  0.66  0.05
N  3.74  0.70  0.27
C  4.40  0.51  -1.02
N  4.03  -0.75  -1.67
C  2.57  -0.75  -1.85
N  1.86  -0.60  -0.58
C  2.25  -1.70  0.30
N  3.70  -1.72  0.54
C  4.08  -0.44  1.13
C  4.36  -1.85  -0.76
H  2.00  1.49  -0.61
H  1.75  0.78  0.99
H  5.48  0.51  -0.86
H  4.14  1.34  -1.68
H  2.25  -1.68  -2.32
H  2.30  0.08  -2.51
H  1.95  -2.64  -0.16
H  1.72  -1.58  1.25
H  5.16  -0.43  1.30
H  3.57  -0.32  2.08
H  4.06  -2.79  -1.22
H  5.45  -1.87  -0.61

Atom-resolved charges from Mulliken, all expressed in e: Tl 0.76; Se -0.34; Te -0.54; Te -0.61; Se -0.23; C -0.71; C -0.02; N -0.17; C 0.57; C 0.13; N -0.01; C 0.47; O -0.61; O -0.71; C 0.37; O -0.85; O -0.49; H -0.26; H 0.34; H 0.31; H 0.21; H 0.46; C -0.75; N 0.07; C -0.69; N 0.01; C -0.65; N 0.46; C -0.63; N -0.04; C -0.66; C -0.73; H 0.16; H 0.35; H 0.34; H 0.34; H 0.17; H 0.33; H 0.25; H 0.20; H 0.34; H 0.36; H 0.38; H 0.32

=====

[3]
Molecular formula: C33H70BBrN3O18S5
Method: DFT, the ωB97M-V functional and the def2-TZVPD basis

Its total charge is +1. The HOMO-LUMO gap comes out at 8.55 eV. The value obtained for the maximum force is 1.61 eV/Å.

Geometry (Å):
C  0.86  -2.88  2.86
C  2.05  -1.96  3.16
O  3.34  -2.55  2.80
B  3.66  -2.33  1.49
O  4.60  -1.40  1.14
N  3.02  -3.22  0.46
C  3.84  -4.30  0.35
N  4.05  -5.04  1.41
Br  5.17  -6.50  1.41
N  4.43  -4.66  -0.85
C  3.26  -4.92  -1.73
C  2.38  -3.67  -1.90
C  2.40  -3.18  -3.36
C  1.13  -2.47  -3.85
C  2.80  -2.57  -0.89
C  1.75  -1.48  -0.78
C  2.00  -0.22  -1.66
C  2.04  1.05  -0.82
O  3.09  -0.39  -2.55
C  4.37  0.03  -2.08
C  5.39  -0.84  -2.79
C  6.39  -1.49  -2.07
C  7.30  -2.33  -2.71
C  7.23  -2.53  -4.09
C  6.24  -1.87  -4.80
C  5.32  -1.04  -4.17
H  0.09  -2.33  2.33
H  1.15  -3.71  2.23
H  0.44  -3.29  3.77
H  1.95  -1.01  2.64
H  2.10  -1.75  4.22
H  4.28  -0.52  1.39
H  3.59  -4.81  2.28
H  4.98  -3.88  -1.21
H  2.68  -5.68  -1.19
H  3.58  -5.37  -2.67
H  1.35  -3.96  -1.69
H  3.28  -2.58  -3.54
H  2.53  -4.06  -3.99
H  0.31  -2.48  -3.13
H  0.76  -2.94  -4.76
H  1.40  -1.45  -4.13
H  3.76  -2.20  -1.23
H  0.80  -1.91  -1.06
H  1.59  -1.12  0.25
H  1.13  -0.10  -2.29
H  1.06  1.17  -0.37
H  2.23  1.92  -1.44
H  2.78  1.00  -0.02
H  4.50  -0.16  -1.02
H  4.53  1.08  -2.32
H  6.47  -1.39  -1.00
H  8.06  -2.84  -2.13
H  7.94  -3.20  -4.55
H  6.16  -2.02  -5.87
H  4.53  -0.55  -4.72
O  -1.49  1.30  0.06
S  -1.88  0.08  0.72
O  -1.37  -1.18  0.26
O  -3.46  0.00  0.79
C  -4.20  0.14  -0.45
C  -4.14  -1.12  -1.29
C  -1.59  0.23  2.45
H  -3.83  1.01  -1.00
H  -5.22  0.35  -0.15
H  -3.13  -1.31  -1.66
H  -4.80  -1.04  -2.15
H  -4.44  -1.99  -0.69
H  -2.01  1.18  2.80
H  -0.51  0.22  2.59
H  -2.04  -0.61  2.96
O  -1.61  3.63  3.52
S  -0.62  4.36  2.79
O  0.77  4.03  2.96
O  -0.83  5.91  3.03
C  -0.90  6.39  4.40
C  0.47  6.46  5.04
C  -1.01  4.31  1.08
H  -1.58  5.76  4.98
H  -1.33  7.38  4.34
H  0.90  5.47  5.19
H  0.39  6.94  6.02
H  1.16  7.03  4.42
H  -2.05  4.58  0.94
H  -0.83  3.29  0.76
H  -0.35  5.00  0.55
O  -1.78  -4.09  -4.62
S  -2.88  -3.32  -5.14
O  -3.87  -2.78  -4.26
O  -3.58  -4.14  -6.29
C  -4.02  -5.49  -6.00
C  -5.30  -5.52  -5.19
C  -2.25  -2.02  -6.15
H  -3.22  -6.03  -5.50
H  -4.18  -5.95  -6.97
H  -5.14  -5.12  -4.18
H  -5.66  -6.54  -5.10
H  -6.07  -4.90  -5.66
H  -1.52  -2.43  -6.84
H  -1.78  -1.29  -5.48
H  -3.07  -1.56  -6.68
O  -1.92  10.08  3.72
S  -1.31  10.36  2.45
O  0.11  10.52  2.34
O  -2.04  11.61  1.79
C  -2.14  12.82  2.57
C  -0.83  13.59  2.61
C  -1.83  9.15  1.28
H  -2.50  12.58  3.57
H  -2.91  13.41  2.08
H  -0.07  13.05  3.17
H  -0.99  14.56  3.10
H  -0.45  13.75  1.61
H  -2.91  9.05  1.34
H  -1.35  8.22  1.55
H  -1.52  9.47  0.29
O  -2.56  -2.95  4.18
S  -3.56  -3.44  3.28
O  -4.85  -2.83  3.23
O  -3.72  -5.00  3.51
C  -3.98  -5.46  4.86
C  -5.42  -5.24  5.29
C  -2.89  -3.50  1.66
H  -3.28  -4.99  5.55
H  -3.75  -6.53  4.85
H  -5.64  -4.18  5.38
H  -5.60  -5.71  6.25
H  -6.10  -5.65  4.55
H  -1.92  -3.99  1.69
H  -2.78  -2.46  1.34
H  -3.58  -4.04  1.01

Results of the Mulliken charge analysis, in e, for atoms 1 through 99: C -0.54; C -0.46; O -0.62; B 0.10; O -0.39; N 0.45; C 0.20; N -0.29; Br 0.11; N -0.31; C -1.30; C 0.40; C -0.41; C -1.39; C 1.47; C 0.86; C 0.22; C -1.96; O -0.25; C -0.44; C 0.50; C -0.61; C -0.53; C -0.62; C -0.63; C -0.50; H -0.17; H 0.31; H 0.52; H 0.19; H 0.54; H 0.30; H 0.35; H 0.20; H 0.41; H 0.42; H 0.39; H -0.52; H 0.99; H 0.18; H 0.45; H 0.33; H -0.97; H -0.28; H -0.29; H 0.56; H 0.43; H 0.49; H 0.22; H 0.22; H 0.45; H 0.54; H 0.45; H 0.43; H 0.42; H 0.46; O -0.66; S 1.00; O -0.37; O -0.32; C -0.45; C -0.78; C -0.58; H 0.33; H 0.35; H 0.13; H 0.49; H 0.14; H 0.33; H 0.20; H 0.07; O -0.69; S 1.20; O -0.66; O -0.12; C -0.27; C -1.13; C -0.49; H 0.32; H 0.25; H 0.32; H 0.42; H 0.28; H 0.31; H -0.07; H 0.39; O -0.65; S 1.23; O -0.57; O -0.28; C -0.33; C -0.95; C -1.00; H 0.30; H 0.29; H 0.27; H 0.39; H 0.27; H 0.34

=====

[4]
Molecular formula: C5H11N3
Method: DFT, the ωB97M-V functional and the def2-TZVPD basis

As for the SMILES: C=C[C@]1(C)[C@@H](N)N1N. The HOMO-LUMO gap comes out at 8.10 eV. The value obtained for the maximum force is 3.37 eV/Å. As for the relative energy (zero: lowest compared OMol25 entry of this formula, charge and spin): 470.1 kJ/mol.

Geometry (Å):
C  -2.10  1.06  0.14
C  -1.23  0.17  0.64
C  0.20  -0.02  0.22
C  1.20  0.89  0.92
C  0.25  -0.28  -1.26
N  1.02  0.53  -2.10
N  0.66  -1.39  0.03
N  -0.01  -2.27  0.92
H  -1.85  1.70  -0.69
H  -3.11  1.12  0.55
H  -1.52  -0.47  1.47
H  1.09  1.92  0.58
H  2.23  0.60  0.72
H  1.05  0.80  2.00
H  -0.50  -0.85  -1.79
H  0.54  0.95  -2.89
H  1.64  1.19  -1.65
H  0.61  -2.50  1.71
H  -0.17  -3.16  0.46

Atom-resolved charges from Mulliken, all expressed in e: C -0.79; C -0.35; C 1.03; C -1.70; C -0.14; N -0.49; N -0.51; N -0.47; H 0.25; H 0.29; H 0.37; H 0.32; H 0.41; H 0.40; H 0.46; H 0.27; H 0.26; H 0.21; H 0.21